DFT (the ωB97M-V functional and the def2-TZVPD basis) results for a structure of composition H38O27P2Zr2 in a non-equilibrium geometry.

Computed properties:
Gap between HOMO and LUMO ... 5.0 eV
Largest force on an atom ... 13.00 eV Å⁻¹
Net charge ... +2
LUMO energy ... -9.345 eV
Total energy ... -77031.901 eV
2S+1 ... 1

Last column: Mulliken charge in e.
Positions of all 69 atoms, in Å:
Zr: -1.21 3.27 -1.97  1.0766
Zr: 0.08 0.11 -0.08  1.1173
P: 1.29 2.56 -1.32  0.3377
O: 1.65 1.33 -0.46  -0.0339
O: -0.06 2.04 -0.70  3.1352
O: 0.46 2.20 -2.56  -0.9053
O: 0.45 3.79 -0.84  -1.1934
P: -2.64 0.32 -1.20  -0.3664
O: -3.90 -0.56 -1.38  -0.9288
O: -1.92 0.43 0.16  0.7715
O: -2.57 1.73 -1.76  -0.8935
O: -1.24 -0.28 -1.61  0.3158
O: -4.75 -1.26 1.48  -0.6797
H: -4.37 -0.89 0.68  0.2957
H: -4.60 -2.20 1.41  0.3611
O: -1.72 -2.06 -3.63  -0.7101
H: -2.52 -2.37 -3.20  0.3256
H: -1.27 -1.54 -2.96  0.1640
O: 0.07 1.14 1.93  -0.3037
H: -0.39 0.93 2.74  0.4855
H: 0.46 2.00 2.09  0.0803
O: 1.11 3.58 1.86  -0.6305
H: 1.35 4.35 2.38  0.2705
H: 0.71 3.94 1.07  0.2471
O: 3.91 -1.32 -1.56  -0.5287
H: 4.37 -2.05 -1.98  0.2357
H: 4.60 -0.84 -1.10  0.2339
O: 0.81 -4.04 1.09  -0.5895
H: 1.63 -3.85 1.55  0.2781
H: 0.47 -4.82 1.53  0.2674
O: 4.50 -0.24 2.32  -0.6141
H: 5.35 -0.14 2.74  0.3029
H: 4.39 0.55 1.80  0.3109
O: 2.91 1.66 -4.22  -0.6264
H: 1.99 1.84 -4.01  0.2451
H: 2.87 1.12 -5.01  0.3166
O: -2.20 3.59 0.01  -0.6350
H: -2.64 4.28 0.51  0.3774
H: -2.02 2.91 0.66  0.2426
O: -1.38 0.83 4.02  -0.7024
H: -1.61 1.63 4.50  0.3128
H: -0.95 0.27 4.66  0.2311
O: -3.01 1.99 2.13  -0.7100
H: -2.61 1.74 2.96  0.4375
H: -2.93 1.21 1.58  0.1444
O: -1.57 2.23 -3.94  -0.3920
H: -1.21 2.12 -4.82  0.2794
H: -2.42 1.78 -3.97  0.2998
O: 1.67 -0.82 1.19  0.0680
H: 1.33 -1.36 1.90  0.0211
H: 2.60 -0.71 1.39  0.0207
O: 3.72 2.11 0.86  -0.7826
H: 4.33 2.50 0.23  0.3445
H: 2.96 1.86 0.34  0.3930
O: 1.01 -3.64 -1.94  -0.5233
H: 0.29 -4.16 -2.30  0.2833
H: 1.54 -4.26 -1.45  0.2492
O: -0.64 -1.91 0.57  -0.1903
H: -1.52 -2.18 0.34  0.0729
H: -0.19 -2.72 0.81  0.2353
O: -3.28 -3.07 -0.25  -0.6812
H: -3.62 -2.24 -0.60  0.1754
H: -3.88 -3.73 -0.59  0.2991
O: 1.28 -1.22 -1.47  -0.4603
H: 1.09 -2.13 -1.70  0.2015
H: 2.21 -1.11 -1.67  0.2590
O: 0.49 -1.95 3.22  -0.5319
H: 1.17 -1.93 3.89  0.2392
H: -0.28 -2.31 3.67  0.2513

DFT (the ωB97M-V functional and the def2-TZVPD basis) results for a cluster of 8 separate species, C54H51F2O31P in total in a non-equilibrium geometry.

Computed properties:
Gap between HOMO and LUMO ... 7.7 eV
Structure (SMILES) ... CCCCC[PH](F)(CCCF)CC(=O)OC(C)=O.O=C1C=C(O)C(=O)C=C1O.O=C1C=C(O)C(=O)C=C1O.O=C1C=C(O)C(=O)C=C1O.O=C1C=C(O)C(=O)C=C1O.O=C1C=C(O)C(=O)C=C1O.O=C1C=C(O)C(=O)C=C1O.O=C1C=C(O)C(=O)C=C1O
Largest force on an atom ... 9.06 eV Å⁻¹
LUMO energy ... -1.953 eV
Total energy ... -135009.538 eV
2S+1 ... 1

Last column: Mulliken charge in e.
Positions of all 139 atoms, in Å:
C: -2.32 -6.86 -2.43  -0.8278
C: -3.28 -6.48 -3.71  0.0538
C: -2.41 -6.12 -5.08  -0.4237
C: -3.25 -5.14 -6.10  -0.6887
C: -3.12 -3.54 -5.80  -0.6920
P: -1.35 -2.93 -5.41  1.0040
F: -1.64 -3.21 -3.70  -0.2494
C: -0.94 -1.08 -5.18  -0.3554
C: -1.46 -0.41 -3.78  -0.2201
C: -3.13 -0.27 -3.72  0.0939
F: -3.51 1.17 -3.96  -0.3622
C: -0.95 -2.88 -7.31  -0.5880
C: 0.58 -2.37 -7.63  0.1909
O: 0.74 -1.05 -7.93  -0.4598
O: 1.78 -3.22 -7.68  -0.3373
C: 2.74 -2.88 -6.62  0.5387
C: 3.22 -4.11 -5.61  -0.6390
O: 3.30 -1.68 -6.41  -0.4886
H: -2.48 -6.13 -1.50  0.1311
H: -1.17 -6.86 -2.65  0.2911
H: -2.67 -7.95 -2.07  0.2078
H: -3.97 -7.40 -4.03  0.0435
H: -4.03 -5.62 -3.42  0.2765
H: -2.30 -7.16 -5.65  0.3191
H: -1.32 -5.77 -4.85  0.0848
H: -4.40 -5.43 -5.96  0.3292
H: -2.95 -5.46 -7.20  0.2631
H: -3.45 -2.97 -6.79  0.3608
H: -3.88 -3.14 -4.96  0.4036
H: -0.25 -3.91 -5.31  -0.4248
H: -1.48 -0.50 -6.07  -0.1106
H: 0.22 -0.82 -5.31  0.4787
H: -1.01 -0.90 -2.80  -0.0671
H: -1.07 0.71 -3.78  0.5118
H: -3.55 -0.55 -2.65  0.1813
H: -3.60 -0.90 -4.60  -0.0130
H: -1.21 -3.94 -7.75  0.3830
H: -1.69 -2.08 -7.79  0.2705
H: 2.24 -4.77 -5.42  0.1458
H: 3.65 -3.73 -4.59  0.2682
H: 3.95 -4.79 -6.23  0.2922
O: 0.39 1.00 1.92  -0.5606
C: 0.08 -0.15 1.60  0.7219
C: -0.40 -0.48 0.25  -0.3867
C: -0.74 -1.73 -0.06  -0.0924
O: -1.19 -2.06 -1.33  -0.2453
C: -0.66 -2.83 0.94  0.8137
O: -1.00 -3.97 0.63  -0.5949
C: -0.15 -2.50 2.28  -0.9024
C: 0.19 -1.25 2.59  0.1555
O: 0.67 -0.93 3.85  -0.5971
H: -0.46 0.33 -0.47  0.5804
H: -1.38 -3.02 -1.30  0.1382
H: -0.08 -3.31 3.00  0.4395
H: 0.85 0.03 3.83  0.3377
O: 1.36 4.80 1.32  -0.6345
C: 0.67 5.08 2.30  1.0482
C: -0.12 4.07 3.02  -0.7676
C: -0.87 4.41 4.07  0.5327
O: -1.60 3.46 4.76  -0.5967
C: -0.94 5.82 4.54  0.6044
O: -1.65 6.11 5.50  -0.6627
C: -0.14 6.83 3.83  -0.8809
C: 0.62 6.48 2.79  0.2751
O: 1.38 7.42 2.11  -0.5384
H: -0.05 3.05 2.67  0.6414
H: -2.06 3.96 5.47  0.3665
H: -0.18 7.84 4.20  0.4457
H: 1.83 6.93 1.40  0.2507
O: -8.97 -12.37 -2.33  -0.6049
C: -8.10 -11.62 -2.73  0.8706
C: -6.67 -11.88 -2.50  -0.7830
C: -5.74 -11.03 -2.94  0.3133
O: -4.39 -11.27 -2.73  -0.5861
C: -6.11 -9.78 -3.67  0.8390
O: -5.23 -9.01 -4.04  -0.5699
C: -7.54 -9.53 -3.92  -0.9652
C: -8.47 -10.38 -3.49  0.4275
O: -9.81 -10.16 -3.72  -0.5625
H: -6.41 -12.79 -1.97  0.4176
H: -3.92 -10.51 -3.13  0.3275
H: -7.79 -8.63 -4.47  0.4298
H: -10.28 -10.91 -3.31  0.3487
O: 2.44 1.34 9.47  -0.5927
C: 2.33 2.44 8.95  1.0243
C: 1.03 2.97 8.51  -0.9445
C: 0.94 4.16 7.92  0.3673
O: -0.28 4.67 7.51  -0.5516
C: 2.15 5.00 7.69  1.0436
O: 2.04 6.09 7.14  -0.6065
C: 3.44 4.49 8.16  -0.9330
C: 3.53 3.29 8.74  0.3990
O: 4.75 2.80 9.18  -0.5381
H: 0.16 2.35 8.68  0.4409
H: -0.08 5.54 7.11  0.2780
H: 4.31 5.12 8.00  0.4289
H: 4.55 1.92 9.57  0.2400
O: -3.15 0.35 -7.68  -0.5879
C: -2.78 1.48 -7.98  1.0725
C: -1.44 1.74 -8.55  -0.8948
C: -1.06 2.99 -8.85  0.3955
O: 0.19 3.24 -9.38  -0.5662
C: -1.97 4.15 -8.62  0.7799
O: -1.59 5.28 -8.89  -0.6157
C: -3.31 3.88 -8.08  -0.7935
C: -3.69 2.64 -7.79  0.2652
O: -4.96 2.38 -7.28  -0.5879
H: -0.80 0.89 -8.70  0.4914
H: 0.22 4.21 -9.50  0.3448
H: -3.97 4.73 -7.94  0.4149
H: -4.99 1.41 -7.15  0.3330
O: 7.35 9.91 0.96  -0.6112
C: 6.31 9.48 0.45  0.8770
C: 6.10 8.05 0.17  -0.8255
C: 4.97 7.63 -0.39  0.3865
O: 4.77 6.28 -0.66  -0.5744
C: 3.89 8.58 -0.77  0.9545
O: 2.87 8.16 -1.31  -0.6372
C: 4.09 10.00 -0.47  -0.9703
C: 5.22 10.43 0.10  0.4110
O: 5.41 11.77 0.39  -0.5652
H: 6.90 7.37 0.45  0.4204
H: 3.88 6.23 -1.07  0.3563
H: 3.29 10.68 -0.73  0.4210
H: 6.30 11.82 0.79  0.3494
O: 6.89 3.89 14.26  -0.6004
C: 6.58 2.75 13.94  0.8586
C: 6.10 2.41 12.59  -0.6664
C: 5.76 1.16 12.28  0.1171
O: 5.31 0.84 11.02  -0.5362
C: 5.84 0.07 13.29  0.8902
O: 5.50 -1.07 12.98  -0.6157
C: 6.35 0.40 14.63  -0.8843
C: 6.69 1.65 14.94  0.3359
O: 7.17 1.97 16.20  -0.5605
H: 6.04 3.22 11.88  0.5016
H: 5.12 -0.12 11.04  0.3199
H: 6.42 -0.41 15.34  0.4192
H: 7.35 2.93 16.17  0.3528

DFT (the ωB97M-V functional and the def2-TZVPD basis) results for an isolated molecule of C11H22O3Si in a non-equilibrium geometry.

Computed properties:
Gap between HOMO and LUMO ... 10.2 eV
Structure (SMILES) ... CO[Si](CC[C@@H]1CC=CCC1)(OC)OC
Largest force on an atom ... 2.84 eV Å⁻¹
LUMO energy ... 0.917 eV
Total energy ... -25786.299 eV
2S+1 ... 1

Last column: Mulliken charge in e.
Positions of all 37 atoms, in Å:
C: 3.70 2.33 1.15  -0.6977
O: 3.16 1.11 0.82  -0.3710
Si: 1.50 0.96 1.01  0.6172
C: 0.95 -0.70 0.38  -0.6742
C: -0.53 -0.64 0.40  -0.6962
C: -1.29 -1.77 -0.28  0.3124
C: -0.94 -1.90 -1.78  -0.8094
C: -1.79 -1.09 -2.73  -0.5189
C: -2.84 -0.44 -2.30  -0.3040
C: -3.42 -0.47 -0.92  -0.5851
C: -2.84 -1.63 -0.11  -1.2190
O: 1.11 1.18 2.64  -0.4112
C: 1.63 0.20 3.47  -0.6361
O: 0.83 2.07 -0.06  -0.3868
C: 0.92 1.93 -1.44  -0.6077
H: 4.78 2.21 1.13  0.2504
H: 3.44 3.09 0.40  0.2401
H: 3.36 2.69 2.12  0.2949
H: 1.35 -1.57 0.90  0.4721
H: 1.38 -0.74 -0.63  0.3348
H: -0.89 0.29 -0.04  0.2066
H: -0.88 -0.54 1.47  0.1790
H: -0.97 -2.71 0.20  0.4394
H: -1.07 -2.96 -2.06  0.4220
H: 0.11 -1.66 -1.93  0.3502
H: -1.47 -0.99 -3.77  0.3775
H: -3.31 0.26 -2.98  0.3638
H: -4.54 -0.47 -0.94  0.4129
H: -3.12 0.46 -0.40  0.2820
H: -3.28 -2.61 -0.36  0.4063
H: -3.09 -1.49 0.95  0.3981
H: 1.46 -0.75 2.98  0.3185
H: 1.08 0.25 4.46  0.2087
H: 2.68 0.40 3.63  0.2492
H: 1.77 1.27 -1.69  0.3086
H: 0.00 1.48 -1.84  0.1998
H: 1.07 2.94 -1.87  0.2730

gap between HOMO and LUMO of number 2 (C54H51F2O31P)?
7.7 eV